Record 1
ORCA calculation (ωB97M-V/def2-TZVPD) on an isolated molecule of CH5N3.

Each line ends with the Löwdin charge.
CARTESIAN COORDINATES (ANGSTROEM)
H -1.80 -2.07 1.15  -0.07
N -1.74 -1.35 0.54  0.00
N -0.36 -0.97 0.45  -0.06
N -0.21 0.21 -0.08  -0.20
C 1.05 0.77 -0.33  -0.14
H -1.10 0.71 -0.47  0.18
H 1.03 1.80 0.11  0.08
H 1.73 -0.01 0.11  0.09
H 1.39 0.92 -1.49  0.12

Output
Kohn-Sham gap   9.68 eV
Relative energy (zero: lowest compared OMol25 entry of this formula, charge and spin)   89.4 kcal/mol
2S+1   1
SMILES string   [H]/N=N/NC
HOMO   -8.80 eV
LUMO level   0.9 eV

Record 2
ORCA calculation (ωB97M-V/def2-TZVPD) on an isolated molecule of C2H2N4.

Each line ends with the Löwdin charge.
CARTESIAN COORDINATES (ANGSTROEM)
N 0.48 -0.73 1.26  0.05
N 1.08 -1.25 0.33  0.02
N 0.81 -0.51 -0.89  0.03
C -0.51 0.05 -0.75  -0.25
C -0.27 0.38 0.67  -0.23
N 0.51 0.97 -0.43  0.13
H -1.24 0.09 -1.54  0.13
H -0.85 1.00 1.35  0.13

Output
Kohn-Sham gap   11.06 eV
Relative energy (zero: lowest compared OMol25 entry of this formula, charge and spin)   103.0 kcal/mol
2S+1   1
SMILES string   N1=NN2[C@H]3[C@@H]1N32
HOMO   -10.93 eV
LUMO level   0.1 eV

Record 3
ORCA calculation (ωB97M-V/def2-TZVPD) on a structure of composition C3H7NO.

Each line ends with the Löwdin charge.
CARTESIAN COORDINATES (ANGSTROEM)
C -1.48 -0.02 -0.49  -0.07
N -0.31 -0.21 0.38  -0.11
C 0.74 -1.22 0.07  -0.37
O 0.61 -1.80 -0.98  -0.04
C 1.39 0.68 0.44  0.04
H -1.14 -0.25 -1.50  0.08
H -1.87 0.99 -0.42  0.08
H -2.26 -0.74 -0.21  0.09
H -0.49 -0.13 1.38  0.13
H 0.88 1.65 0.48  0.05
H 1.96 0.57 -0.48  0.06
H 1.97 0.48 1.33  0.05

Output
Kohn-Sham gap (alpha / beta)   7.84 / 7.84 eV
Relative energy (zero: lowest compared OMol25 entry of this formula, charge and spin)   117.4 kcal/mol
2S+1   1
HOMO (alpha / beta)   -7.35 / -7.35 eV
LUMO level (alpha / beta)   0.5 / 0.5 eV

Record 4
ORCA calculation (ωB97M-V/def2-TZVPD) on an isolated molecule of CH7NOSi2.

Each line ends with the Löwdin charge.
CARTESIAN COORDINATES (ANGSTROEM)
Si -1.52 -1.98 -0.06  0.67
C -0.28 -0.56 0.22  -0.35
N 0.49 -0.35 -0.75  -0.12
O 1.40 0.64 -0.84  -0.37
Si 1.47 2.02 -0.03  0.54
H -2.88 -1.75 -0.41  -0.11
H -0.82 -2.79 -1.12  -0.06
H -1.78 -2.50 1.20  -0.12
H -0.26 0.11 1.14  0.07
H 1.92 2.90 -1.14  -0.05
H 0.18 2.62 0.53  -0.06
H 2.08 1.63 1.25  -0.06

Output
Kohn-Sham gap   10.70 eV
Relative energy (zero: lowest compared OMol25 entry of this formula, charge and spin)   64.1 kcal/mol
2S+1   1
SMILES string   [SiH3]/C=N/O[SiH3]
HOMO   -9.82 eV
LUMO level   0.9 eV

Record 5
ORCA calculation (ωB97M-V/def2-TZVPD) on a structure of composition C17H18N6O10V.

Each line ends with the Löwdin charge.
CARTESIAN COORDINATES (ANGSTROEM)
V -0.25 -0.69 -0.09  1.11
O 0.06 1.42 3.20  0.17
C -0.01 0.54 2.40  -0.49
O -0.09 0.71 1.07  -0.13
C -0.02 -0.92 2.78  -0.16
C 0.07 -1.35 4.09  0.04
C 0.04 -2.72 4.33  -0.01
C -0.07 -3.59 3.26  -0.02
C -0.15 -3.08 1.98  -0.07
N -0.13 -1.76 1.74  0.02
H 0.15 -0.62 4.88  0.14
H 0.11 -3.10 5.34  0.12
H -0.09 -4.66 3.41  0.12
H -0.24 -3.72 1.11  0.13
C 3.90 -0.36 -3.04  -0.01
N 2.79 -0.32 -2.09  -0.09
C 2.77 0.83 -1.18  0.00
C 1.96 -1.34 -1.88  -0.44
O 1.38 -1.46 -0.73  -0.12
N 1.75 -2.29 -2.80  -0.10
C 1.80 -2.06 -4.24  -0.02
C 1.09 -3.53 -2.39  -0.02
H 4.79 -0.01 -2.52  0.10
H 3.71 0.29 -3.89  0.10
H 4.08 -1.37 -3.37  0.09
H 3.22 1.67 -1.71  0.11
H 3.34 0.63 -0.28  0.11
H 1.75 1.10 -0.92  0.07
H 1.94 -1.01 -4.46  0.06
H 0.85 -2.37 -4.67  0.10
H 2.60 -2.64 -4.70  0.10
H 1.40 -3.81 -1.39  0.09
H 1.40 -4.31 -3.08  0.10
H 0.00 -3.44 -2.43  0.10
O -6.14 1.98 -3.75  0.11
N -5.07 2.30 -4.21  -0.35
O -4.88 3.05 -5.14  0.11
C -3.87 1.71 -3.58  -0.10
C -2.61 2.06 -4.06  0.12
C -1.51 1.49 -3.49  -0.04
C -1.56 0.61 -2.38  -0.22
O -0.49 0.19 -1.83  -0.10
C -2.88 0.29 -1.94  -0.03
C -4.02 0.84 -2.54  0.11
N -3.12 -0.64 -0.88  -0.25
O -2.15 -1.20 -0.27  -0.06
O -4.24 -0.91 -0.57  0.19
N -0.19 1.85 -4.04  -0.33
O -0.01 3.01 -4.32  0.13
O 0.62 0.96 -4.18  0.09
H -2.51 2.77 -4.88  0.15
H -5.01 0.59 -2.19  0.14

Output
Kohn-Sham gap (alpha / beta)   7.61 / 7.85 eV
Relative energy (zero: lowest compared OMol25 entry of this formula, charge and spin)   0.0 kcal/mol
2S+1   3
HOMO (alpha / beta)   -12.51 / -12.75 eV
Charge   +1
LUMO level (alpha / beta)   -4.9 / -4.9 eV

Record 6
ORCA calculation (ωB97M-V/def2-TZVPD) on a structure of composition C6H13IOS.

Each line ends with the Löwdin charge.
CARTESIAN COORDINATES (ANGSTROEM)
C 0.51 -1.85 0.61  -0.11
C -0.01 -1.53 -1.76  -0.10
C 1.43 0.18 -0.59  -0.07
C -0.54 2.73 1.28  -0.13
C -0.91 0.12 0.03  -0.86
C 0.24 -0.77 -0.44  -0.74
O -2.40 2.23 -0.55  -0.62
S -1.00 1.89 -0.42  0.79
I -2.77 -0.70 -0.05  1.03
H 0.51 -1.20 1.58  -0.03
H 1.50 -2.35 0.67  0.10
H -0.22 -2.62 0.67  0.06
H -0.82 -2.32 -1.65  0.06
H 0.97 -2.00 -1.97  0.08
H -0.26 -0.80 -2.61  0.11
H 2.23 -0.22 -1.17  0.08
H 1.75 0.23 0.43  0.08
H 1.27 1.13 -0.95  0.02
H -1.42 3.33 1.15  0.04
H 0.45 3.07 1.24  0.03
H -0.61 1.95 1.97  0.00
H 0.10 -0.52 2.53  0.17

Output
Kohn-Sham gap (alpha / beta)   7.06 / 8.19 eV
Relative energy (zero: lowest compared OMol25 entry of this formula, charge and spin)   93.1 kcal/mol
2S+1   1
HOMO (alpha / beta)   -7.90 / -9.08 eV
LUMO level (alpha / beta)   -0.8 / -0.9 eV